[1]
Entry from the OMol25 dataset: 10 unconnected molecules or ions with the total composition C29H62NO17P in a non-equilibrium geometry (ωB97M-V/def2-TZVPD).

Summary:
Highest occupied orbital energy, eV: 1.69
E_tot, eV: -76645.6764
Energy relative to the best compared isomer or geometry (same formula, charge and spin), eV: 10.2665
E_LUMO, eV: 3.508
Total charge: -2
Spin multiplicity: 1
Gap between HOMO and LUMO, Ha: 0.06671

The geometry in XYZ format:
```
110
C29H62NO17P ωB97M-V/def2-TZVPD
N -0.5479 -0.6337 -0.7715
H 0.2478 0.0450 -0.6477
H -1.1523 -0.3027 -1.4595
H -1.1184 -0.9142 0.0736
H -0.4007 -1.4926 -1.1739
P -2.5733 -3.1194 -1.0514
O -3.4963 -4.3039 -1.1627
O -1.3215 -3.4865 -0.2895
O -3.1140 -1.8351 -0.6425
O -1.8178 -2.9410 -2.3254
O -0.2062 1.9099 0.9258
C 0.1790 2.6744 1.7244
O 0.4220 2.3405 3.0210
C 0.2157 1.0280 3.4498
C 0.9470 0.6276 4.6926
C 0.3474 4.1331 1.5059
H 0.3365 0.2866 2.8684
H -0.8787 0.9658 3.7119
H 2.0558 0.6009 4.5482
H 0.4567 -0.3083 4.7363
H 0.9645 1.2886 5.3452
H 0.5898 4.1589 0.3904
H 1.0038 4.7610 2.0535
H -0.7678 4.6206 1.5815
O 4.0243 -3.6476 -3.3197
C 2.8684 -4.1241 -3.0281
O 2.4522 -5.3454 -2.9853
C 3.3061 -6.3768 -3.2845
C 3.4137 -7.4250 -2.1773
C 1.7198 -3.1162 -2.9093
H 4.3196 -6.1391 -3.4666
H 3.0748 -6.7169 -4.1704
H 3.9990 -8.1514 -2.5022
H 2.4689 -7.8330 -1.8971
H 3.6840 -7.0034 -1.2083
H 0.8007 -3.4866 -3.3367
H 1.8119 -2.1287 -3.5088
H 1.5165 -3.1081 -1.8859
O -5.5925 -4.0915 4.0120
C -4.7883 -3.8053 3.2090
O -3.6514 -3.1731 3.5186
C -2.7871 -2.7676 2.5888
C -1.8438 -1.6965 3.3697
C -4.8829 -4.2795 1.7486
H -3.3024 -2.1555 1.8813
H -2.4854 -3.7780 2.2837
H -1.4215 -2.2372 4.2670
H -2.5644 -0.9423 3.6636
H -1.1257 -1.5045 2.7044
H -4.7301 -3.5065 1.1645
H -5.8521 -4.5453 1.4654
H -4.2670 -5.1037 1.3496
O 1.7552 0.6492 -2.7153
C 1.8174 1.4751 -3.6192
O 1.9327 2.8128 -3.5470
C 1.4386 3.4177 -2.2743
C 1.7624 4.9765 -2.4107
C 2.1781 0.9222 -5.0287
H 1.7920 2.9007 -1.1503
H 0.4255 3.4167 -2.1594
H 2.8185 5.2225 -2.3700
H 1.4047 5.2562 -1.4213
H 1.1097 5.4923 -3.1230
H 3.0522 1.2735 -5.4167
H 1.3457 1.5803 -5.7272
H 2.2068 -0.1612 -5.3077
O -4.4022 3.3669 0.4670
C -3.8986 2.7825 1.3559
O -3.3501 3.2496 2.4889
C -3.4848 4.5654 2.8335
C -2.6161 5.1457 3.9193
C -3.7053 1.2401 1.4994
H -4.3644 4.5781 3.3254
H -3.3714 4.9684 1.9700
H -1.6109 5.3208 3.3589
H -2.7091 4.4516 4.7401
H -3.0602 6.1673 4.5409
H -2.7530 0.8759 1.6920
H -3.9923 0.8148 0.5244
H -4.4406 0.7708 2.1994
C -3.4105 1.7368 -2.8501
C -2.2125 1.6239 -3.7668
O -1.5582 2.7204 -4.2188
C -1.6782 0.2170 -4.1323
H -3.3597 2.5209 -2.3874
H -3.3577 0.9105 -2.0167
H -4.1445 1.5777 -3.5374
H -0.7034 0.3608 -4.4158
H -2.1994 -0.3783 -4.8855
H -1.8837 -0.4071 -3.4255
C 3.8631 -1.2979 2.3806
C 3.2662 -1.2372 0.9884
O 2.2046 -0.5312 0.8591
C 3.7865 -2.0263 -0.1983
H 3.5088 -2.0700 3.0713
H 3.6421 -0.2252 2.9234
H 4.9255 -1.3739 2.2639
H 3.4083 -3.1936 -0.1405
H 4.8261 -1.9984 -0.1141
H 3.5375 -1.6503 -1.1952
C 3.8120 3.3626 0.0566
C 2.6686 3.0331 1.0953
O 2.2535 3.9045 1.9409
C 2.3685 1.4019 1.2456
H 4.6948 2.7535 0.0457
H 4.0202 4.3180 0.2146
H 3.2105 3.3117 -1.0876
H 1.2454 1.3302 1.7174
H 3.0164 0.9711 2.0746
H 2.4328 0.8877 0.1994
```

These are the Mulliken partial charges, in e, on atoms 1 to 6: N 1.436; H -0.248; H -0.104; H 0.015; H -0.481; P 0.325

---

[2]
Entry from the OMol25 dataset: a molecular structure, C11H18N3O6PYb in a non-equilibrium geometry (ωB97M-V/def2-TZVPD).

Summary:
Highest occupied orbital energy (alpha / beta), eV: -18.48 / -18.48
⟨S²⟩: 0.751
E_tot, eV: -69242.8020
Energy relative to the best compared isomer or geometry (same formula, charge and spin), eV: 1.7881
E_LUMO (alpha / beta), eV: -13.474 / -13.450
Total charge: +3
Spin multiplicity: 2
Gap between HOMO and LUMO (alpha / beta), Ha: 0.18412 / 0.18500

The geometry in XYZ format:
```
40
C11H18N3O6PYb ωB97M-V/def2-TZVPD
O 0.0303 3.7935 -4.1260
C 0.0308 2.6789 -3.7398
Yb 0.0294 0.6472 -2.6264
O 0.0300 -1.1976 -5.7699
C 0.0298 -0.7023 -4.7238
C 0.0327 -1.9442 -2.0751
O 0.0321 -3.0379 -1.6876
C -2.1264 -0.0170 -2.7831
O -3.2748 -0.1091 -2.7366
C 2.1904 -0.0107 -2.7993
O 3.3380 -0.1080 -2.7427
C -2.6931 0.8040 0.8880
N -1.6322 -0.2540 1.0812
C -2.1727 -1.5151 0.4393
P -0.0939 0.2710 0.8461
O 0.0358 0.7885 -0.5919
N 0.1713 1.5837 1.7444
C 1.4560 2.3163 1.4827
C 0.0656 1.3059 3.1781
N 1.1605 -0.8046 1.1614
C 0.8592 -2.1790 1.6227
C 2.3863 -0.8729 0.2915
H -2.7440 1.0739 -0.1715
H -2.4334 1.6858 1.4878
H -3.7080 0.4693 1.1912
H -2.1960 -1.3911 -0.6483
H -1.5670 -2.3887 0.7092
H -3.2283 -1.7413 0.7479
H 1.5414 2.6121 0.4264
H 1.5430 3.2363 2.0937
H 2.2980 1.6714 1.7552
H 0.1943 2.2113 3.7960
H -0.9177 0.8807 3.4013
H 0.8466 0.5962 3.4581
H 0.5659 -2.8034 0.7725
H 1.7226 -2.6919 2.1025
H 0.0535 -2.1470 2.3618
H 2.1833 -1.4963 -0.5901
H 2.6985 0.1288 -0.0248
H 3.2625 -1.3424 0.7978
```

These are the Mulliken partial charges, in e, on atoms 1 to 6: O -0.033; C 0.353; Yb 0.476; O -0.058; C 0.416; C 0.348

---

[3]
Entry from the OMol25 dataset: 4 unconnected molecules or ions with the total composition C4H9N3O2 in a non-equilibrium geometry (ωB97M-V/def2-TZVPD).

Summary:
Highest occupied orbital energy, eV: -9.12
E_tot, eV: -12850.0778
Energy relative to the best compared isomer or geometry (same formula, charge and spin), eV: 9.8498
E_LUMO, eV: 0.134
Total charge: 0
Spin multiplicity: 1
Gap between HOMO and LUMO, Ha: 0.34008

The geometry in XYZ format:
```
18
C4H9N3O2 ωB97M-V/def2-TZVPD
C 1.4601 2.7920 -0.8369
C 1.1018 0.4595 -0.5136
C -0.2985 -1.5367 -0.8148
C -0.7300 -0.2126 1.2304
H 2.4799 2.6722 -2.0660
H 0.3489 3.7196 -0.9199
H 2.1594 2.4994 0.6169
H -0.6912 -2.4082 -1.4328
H -0.5983 0.5571 0.3952
H 0.2281 -0.2566 1.7117
H -1.4799 0.0315 2.0178
H -1.3696 -3.2859 1.1926
H -2.4270 -2.7756 0.1588
N 0.5280 -0.6912 -1.2675
N -1.1477 -1.3290 0.3478
N -1.8867 -2.4032 0.7847
O 0.4716 1.6302 -1.0704
O 1.8512 0.5376 0.4659
```

These are the Mulliken partial charges, in e, on atoms 1 to 6: C -0.627; C 0.445; C 0.170; C -0.750; H 0.223; H 0.225

---

[4]
Entry from the OMol25 dataset: 3 unconnected molecules or ions with the total composition C4H13NO3 in a non-equilibrium geometry (ωB97M-V/def2-TZVPD).

Summary:
Highest occupied orbital energy, eV: -9.52
E_tot, eV: -11989.7392
SMILES: CC[C@H](N)C=O.O.O
Energy relative to the best compared isomer or geometry (same formula, charge and spin), eV: 2.7322
E_LUMO, eV: 0.438
Total charge: 0
Spin multiplicity: 1
Gap between HOMO and LUMO, Ha: 0.36613

The geometry in XYZ format:
```
21
C4H13NO3 ωB97M-V/def2-TZVPD
O 0.8858 0.0703 -2.3901
C 1.1131 0.8194 -1.4112
C 0.4099 0.5072 -0.1071
C -1.0546 0.2242 -0.3247
C -1.6329 -0.6020 0.8559
N 0.5004 1.6478 0.8229
H 1.8171 1.6285 -1.4196
H 0.9502 -0.4372 0.1853
H -1.1314 -0.3914 -1.2558
H -1.6873 1.0455 -0.5273
H -0.9738 -1.3347 1.2556
H -1.8756 0.0155 1.7858
H -2.6356 -0.9029 0.5583
H -0.2061 2.3471 0.5796
H 1.3490 2.0662 0.9668
H 1.1376 -2.8213 -2.4438
H 0.1075 -2.3342 -1.3719
O 0.6230 -2.9906 -1.6185
H -1.4159 0.4527 3.3350
H -0.0665 0.3453 2.7705
O -0.4944 0.8070 3.4765
```

These are the Mulliken partial charges, in e, on atoms 1 to 6: O -0.513; C -0.321; C 0.326; C -0.578; C -1.208; N -0.468

---

[5]
Entry from the OMol25 dataset: a molecular structure, C5H10N3 in a non-equilibrium geometry (ωB97M-V/def2-TZVPD).

Summary:
Highest occupied orbital energy, eV: -14.24
E_tot, eV: -9810.1709
Energy relative to the best compared isomer or geometry (same formula, charge and spin), eV: 1.5774
E_LUMO, eV: -3.656
Total charge: +1
Spin multiplicity: 1
Gap between HOMO and LUMO, Ha: 0.38886

The geometry in XYZ format:
```
18
C5H10N3 ωB97M-V/def2-TZVPD
C 0.6994 -0.9035 2.4385
N -0.2009 -1.4572 1.3788
H 0.3374 0.0839 2.7712
H 1.7249 -0.7892 2.0487
H 0.7273 -1.5798 3.3094
H -1.1694 -1.5668 1.7416
H -0.2306 -0.8229 0.5552
H 0.1363 -2.3885 1.0616
N 0.7184 2.0863 -1.1445
N -0.1684 0.0095 -0.3331
C 0.5800 1.1153 -0.2330
C 0.0255 1.9220 -2.2798
C -0.8507 -0.1300 -1.4781
C -0.7853 0.8136 -2.4971
H 1.1434 1.2397 0.7012
H 0.1300 2.7112 -3.0360
H -1.4686 -1.0326 -1.5732
H -1.3487 0.6892 -3.4313
```

These are the Mulliken partial charges, in e, on atoms 1 to 6: C -0.959; N -0.369; H 0.357; H 0.357; H 0.347; H 0.378

---

Question: total charge of number 1 (C29H62NO17P)?
Answer: -2